Entry 1:
DFT (wB97M-V/def2-TZVPD) results for a molecular structure, C17H48FeO21S3V in a non-equilibrium geometry.

```
91
Properties=species:S:1:pos:R:3:mulliken_charge:R:1
Fe 1.83655 2.04067 -0.14078 0.034
O 1.17221 -2.94922 -2.55335 -0.530
V 1.53623 -2.73327 -1.05425 0.998
O 2.53507 -3.86381 -0.59562 -0.424
S -0.35317 4.35155 0.64768 1.177
O -1.47960 3.43453 0.85745 -0.563
O 0.70611 3.38654 0.39448 -0.481
O -0.58550 5.23614 -0.47970 -0.765
O -0.14383 5.10022 1.83989 -0.729
S -0.03831 0.27367 -0.46397 1.001
O 0.31067 -1.06253 -0.88894 0.485
O -1.45111 0.51534 -0.17570 -0.137
O 0.78405 0.69241 0.63775 -0.102
O 0.60212 1.24204 -1.37350 -0.202
S 3.98810 -0.33599 -0.87797 1.451
O 3.16942 0.83975 -0.64706 -0.706
O 4.43994 -0.92417 0.38633 -0.927
O 3.12197 -1.29310 -1.58837 -0.756
O 5.13494 0.00443 -1.72256 -0.797
C 2.05426 -2.18208 2.65603 -0.845
O 2.09626 -1.98524 1.27843 -0.050
H 2.75618 -2.94762 2.98671 0.263
H 2.52045 -1.44336 3.30799 0.230
H 1.05885 -2.33386 3.07341 0.289
H 2.96947 -1.63041 1.09619 0.054
C -3.88024 -2.11655 -0.51773 -0.982
O -2.47164 -1.93870 -0.11341 -0.425
H -4.36343 -3.07972 -0.35361 0.342
H -4.53339 -1.36049 -0.08200 0.318
H -3.98358 -1.93749 -1.58795 0.331
H -2.17297 -1.02833 -0.17374 0.358
C -2.16688 -0.21650 4.04954 -1.308
C -2.07735 1.22320 3.54574 0.425
C -0.64652 1.87137 3.47251 -0.626
O -2.59810 1.28476 2.14934 -0.345
H -1.22085 -0.70663 3.81953 0.081
H -3.12165 -0.72406 3.91207 0.372
H -2.24948 -0.16614 5.13524 0.482
H -2.80755 1.81002 4.10300 0.369
H -0.55084 2.83213 2.96666 0.146
H 0.03053 1.13187 3.04489 -0.106
H -0.30332 1.99627 4.49950 0.499
H -1.94425 0.93245 1.54112 -0.002
C -0.22121 -0.50807 -4.71074 -1.158
C 1.21602 0.04849 -4.56043 1.679
C 1.98113 0.12839 -5.81341 -1.795
O 1.21381 1.33762 -3.92681 -0.624
H -0.21275 -1.48930 -5.18531 0.432
H -0.88321 0.20284 -5.20518 0.331
H -0.66831 -0.77491 -3.75315 -0.003
H 1.78321 -0.75228 -4.08593 -0.220
H 1.35543 0.42421 -6.65550 0.379
H 2.41200 -0.84712 -6.03889 0.389
H 2.87980 0.71241 -5.61487 0.407
H 0.58096 1.30595 -3.20563 0.025
C 0.07308 -6.23042 -0.48998 -1.666
C -0.84668 -5.15440 -0.04862 1.024
C -0.99623 -5.08180 1.45806 -1.155
O -0.45237 -3.86320 -0.32329 -0.240
H -0.07985 -7.20460 -0.02555 0.418
H 1.12004 -6.07587 -0.22906 0.293
H 0.12635 -6.44605 -1.55711 0.375
H -1.75767 -5.48481 -0.54764 0.125
H -0.04795 -4.70523 1.84153 0.187
H -1.12083 -5.99981 2.03239 0.413
H -1.72363 -4.32039 1.73957 0.270
H -1.21309 -3.30027 -0.16205 0.185
C -2.29125 2.45306 -2.59694 -0.903
C -3.66509 2.29134 -1.90642 0.445
C -4.49980 1.16357 -2.56079 -0.967
O -3.52541 1.94197 -0.49547 -0.470
H -1.69700 3.34090 -2.38076 0.145
H -2.56194 2.53426 -3.64966 0.479
H -1.67453 1.55762 -2.51993 -0.077
H -4.15074 3.24852 -2.09627 0.377
H -3.83235 0.30343 -2.61342 -0.064
H -4.71835 1.44520 -3.59084 0.457
H -5.31679 0.88062 -1.89705 0.289
H -2.77439 1.34417 -0.50986 0.019
C 2.92365 2.69849 4.06733 -1.536
C 2.70301 3.32178 2.68767 1.293
C 3.70324 4.50476 2.49488 -1.401
O 2.99981 2.32932 1.63212 -0.078
H 2.55021 3.30629 4.89147 0.378
H 3.97217 2.44187 4.21851 0.445
H 2.33682 1.79394 4.22713 0.296
H 1.68112 3.66929 2.53573 -0.322
H 3.37625 5.46071 2.90395 0.341
H 3.79575 4.70872 1.42813 0.334
H 4.69221 4.26741 2.88693 0.328
H 3.77558 1.83125 1.89994 0.228
```

Total charge   -2
Lowest unoccupied orbital energy (alpha / beta)   0.148 / 0.133 hartree
Relative energy (zero: lowest compared OMol25 entry of this formula, charge and spin)   214.53 kJ/mol
E   -153987.573 eV
Multiplicity   6
Orbital gap (alpha / beta)   0.244 / 0.227 Ha
E_HOMO (alpha / beta)   -0.096 / -0.094 hartree

=====

Entry 2:
DFT (wB97M-V/def2-TZVPD) results for 5 unconnected molecules or ions with the total composition C17H48N4O5 in a non-equilibrium geometry.

```
74
Properties=species:S:1:pos:R:3:mulliken_charge:R:1
C -3.19025 1.20403 -0.98392 -1.113
C -2.69271 2.67663 -0.92543 0.124
C -2.22769 3.03515 0.43641 -0.133
O -3.28352 2.99201 1.38941 -0.411
C -2.73467 3.14184 2.71821 -0.684
N -1.54072 2.78520 -1.89114 -0.614
H -2.39748 0.44356 -0.71726 -0.005
H -3.56807 1.13444 -1.99599 0.510
H -4.04720 1.00591 -0.32098 0.291
H -3.57162 3.25855 -1.24597 0.336
H -1.87408 4.09210 0.35406 0.361
H -1.40230 2.40908 0.75648 -0.057
H -2.26166 4.09155 2.85263 0.380
H -2.02161 2.31431 2.91188 0.202
H -3.55954 3.04531 3.43597 0.246
H -1.82360 2.37384 -2.76360 0.235
H -1.19617 3.73045 -2.08046 0.232
C 0.42539 -3.25498 -1.21971 -1.127
C 1.21172 -2.86173 -2.49380 -0.001
C 0.22618 -2.82887 -3.67489 -0.832
O 1.02024 -2.51117 -4.89637 -0.326
C 0.25883 -2.41350 -6.09119 -0.749
N 1.81955 -1.56965 -2.35241 -0.214
H 1.06054 -3.24997 -0.32049 0.299
H -0.06271 -4.24095 -1.40899 0.456
H -0.38294 -2.54121 -1.09175 0.011
H 1.96634 -3.59230 -2.73425 0.412
H -0.58527 -2.09169 -3.54001 0.334
H -0.18805 -3.80753 -3.91463 0.556
H 0.89820 -2.27884 -6.94166 0.255
H -0.40366 -1.54468 -6.03001 0.283
H -0.33268 -3.30001 -6.25036 0.303
H 1.37715 -0.71114 -2.64095 0.096
H 2.75774 -1.60090 -2.75681 0.227
C 4.64903 1.78143 2.18571 -1.553
C 3.86861 0.82279 1.22911 0.827
C 3.64703 1.36583 -0.21492 -0.335
O 2.98216 2.61362 -0.11283 -0.434
C 2.64627 3.13184 -1.39603 -0.615
N 4.50347 -0.47482 1.16794 -0.692
H 4.94681 1.23638 3.10473 0.432
H 3.93706 2.53975 2.59127 0.296
H 5.52537 2.16897 1.72684 0.367
H 2.89110 0.65047 1.70758 -0.043
H 3.09210 0.55615 -0.81146 -0.092
H 4.65981 1.45785 -0.67075 0.663
H 3.48716 3.09209 -2.07001 0.363
H 2.32074 4.18110 -1.28236 0.260
H 1.73069 2.69195 -1.84199 0.090
H 3.96868 -1.12245 0.60240 0.224
H 5.44889 -0.40943 0.79100 0.259
C -1.68372 -2.01370 4.70476 -1.318
C -1.70838 -2.48487 3.25314 0.263
C -1.46666 -1.35551 2.23904 -0.664
O -2.27536 -0.22139 2.43634 -0.017
C -3.61767 -0.33284 2.05857 -1.059
N -0.74843 -3.57082 3.14215 -0.620
H -2.23805 -1.08795 4.83994 0.276
H -0.64605 -1.80153 5.00988 0.319
H -2.08950 -2.81594 5.37868 0.348
H -2.64977 -3.03493 3.00144 0.354
H -1.61027 -1.72037 1.22874 0.380
H -0.43303 -1.03694 2.25616 0.275
H -4.10057 0.63607 2.03254 0.253
H -4.17757 -0.94893 2.73837 0.408
H -3.68840 -0.84115 1.10165 0.367
H -0.94264 -4.22391 2.41815 0.258
H 0.23362 -3.33081 3.09080 0.218
C 0.43370 0.61234 0.09330 0.389
O 0.09411 0.60674 -1.25719 -0.244
H 1.04090 1.53062 0.38144 0.191
H -0.44715 0.62555 0.76574 -0.887
H 1.00523 -0.28413 0.29370 0.372
H -0.26296 1.47604 -1.48563 0.240
```

SMILES   COC[C@H](C)N.COC[C@H](C)N.COC[C@H](C)N.COC[C@H](C)N.CO
Lowest unoccupied orbital energy   0.024 hartree
Relative energy (zero: lowest compared OMol25 entry of this formula, charge and spin)   105.01 kJ/mol
E   -34602.251 eV
Orbital gap   0.342 Ha
E_HOMO   -0.318 hartree

=====

Entry 3:
DFT (wB97M-V/def2-TZVPD) results for 8 unconnected molecules or ions with the total composition C17H48NO14 in a non-equilibrium geometry.

```
80
Properties=species:S:1:pos:R:3:mulliken_charge:R:1
N -0.16699 -0.11057 0.65566 1.000
O -0.20067 -0.17770 -0.55778 -0.492
O -1.02572 -0.57643 1.35143 -0.865
O 0.78674 0.47510 1.21729 -0.678
C -2.59466 -5.17739 -0.34797 -1.702
C -2.13514 -3.74963 -0.12428 1.715
C -3.27807 -2.73747 -0.27798 -1.233
O -1.70510 -3.45866 1.14692 -0.616
H -3.35204 -5.44301 0.38953 0.432
H -1.75030 -5.86624 -0.37358 0.321
H -3.19176 -5.21062 -1.25926 0.360
H -1.33394 -3.56150 -0.83898 -0.434
H -4.07979 -2.89834 0.44275 0.395
H -3.71816 -2.84367 -1.26953 0.381
H -2.94146 -1.71416 -0.11178 0.098
H -1.34381 -2.57281 1.06736 0.326
C -1.52455 0.27355 6.11747 -1.594
C -1.53299 0.31532 4.61037 0.889
C -1.37975 1.65926 3.93767 -0.944
O -0.37885 -0.37595 4.25035 -0.657
H -1.55115 -0.72406 6.55584 0.380
H -2.37144 0.69815 6.65653 0.379
H -0.58314 0.69140 6.47417 0.323
H -2.38097 -0.27587 4.26464 0.154
H -1.29774 1.61806 2.85155 0.123
H -0.51951 2.17975 4.35860 0.250
H -2.25850 2.29701 4.03360 0.359
H -0.25798 -0.27090 3.30380 0.281
C 4.26312 2.00189 1.89563 -1.252
C 3.28945 3.19855 2.13195 0.643
C 3.98104 4.58213 2.28288 -1.360
O 2.43100 3.06772 1.02986 -0.414
H 4.83100 2.13529 0.97487 0.268
H 3.80363 1.02376 1.75342 0.333
H 4.90908 1.88869 2.76627 0.401
H 2.70697 2.93661 3.01525 0.199
H 4.46044 4.63098 3.26057 0.375
H 3.19653 5.33633 2.34482 0.368
H 4.58263 4.84342 1.41230 0.315
H 1.99143 2.21598 1.08387 0.100
C -2.95250 0.54362 -2.96727 -0.085
C -1.89669 -0.52104 -3.51564 -0.490
O -0.56346 -0.19570 -3.11260 -0.328
O -2.68279 1.76431 -3.65983 -0.568
H -2.80567 0.71522 -1.90091 -0.090
H -3.96979 0.22234 -3.19092 0.384
H -1.93296 -0.71110 -4.58833 0.495
H -2.19925 -1.43561 -3.00562 0.068
H -0.45250 -0.23905 -2.16002 0.354
H -2.60314 1.57542 -4.59768 0.334
C 1.07960 -3.35205 -2.45520 0.095
C 1.80626 -3.86777 -1.17118 -0.469
O 2.49768 -5.06177 -1.54203 -0.577
O 0.08203 -4.18499 -3.05828 -0.593
H 1.78436 -3.03798 -3.22512 0.638
H 0.63432 -2.38971 -2.20277 -0.218
H 1.20806 -4.12350 -0.29662 0.322
H 2.62206 -3.22309 -0.84412 0.204
H 1.91313 -5.74872 -1.21340 0.337
H 0.00258 -3.88732 -3.96751 0.313
C -2.10693 3.05974 -0.05089 -0.496
C -0.66069 3.34989 -0.44967 0.267
O -0.15379 2.64824 -1.55025 -0.443
O -3.05457 3.44281 -1.02430 -0.623
H -2.28281 3.62991 0.86128 0.475
H -2.27148 2.01816 0.22504 0.125
H -0.00542 3.18269 0.40518 -0.157
H -0.54668 4.42449 -0.59225 0.443
H -0.35565 1.71005 -1.57621 0.056
H -2.85586 2.91440 -1.80076 0.325
C 2.82681 -0.20990 -2.64124 -0.506
C 2.78569 1.10917 -1.88817 0.446
O 2.86344 2.26197 -2.72208 -0.630
O 2.14844 -0.25429 -3.84495 -0.653
H 2.38855 -0.95998 -1.98290 -0.040
H 3.84005 -0.51249 -2.90561 0.466
H 3.65196 0.98795 -1.23780 0.072
H 1.94564 1.12550 -1.19379 -0.096
H 2.67585 3.03355 -2.18255 0.349
H 1.21723 -0.12737 -3.64909 0.570
```

Total charge   -1
Lowest unoccupied orbital energy   0.094 hartree
Relative energy (zero: lowest compared OMol25 entry of this formula, charge and spin)   69.28 kJ/mol
E   -48558.657 eV
Orbital gap   0.350 Ha
E_HOMO   -0.256 hartree

=====

relative energy (zero: lowest compared OMol25 entry of this formula, charge and spin) of number 1 (C17H48FeO21S3V)? 214.53 kJ/mol